(1)
Here is 7 unconnected molecules or ions with the total composition C17H27Cl3F6O17PS2 at a distorted geometry from the OMol25 dataset. Energies are from ωB97M-V with the def2-TZVPD basis set.

Output
**Orbital gap (alpha / beta)**: 9.02 / 1.73 eV
**Charge**: 0
**Expectation value of S²**: 0.76
**2S+1**: 2

Structure (XYZ):
```
73
Properties=species:S:1:pos:R:3:lowdin_spin:R:1
P -0.1701 0.1926 0.4864 0.00
F -1.5824 -0.1873 1.2577 0.00
F 0.2653 -1.4152 0.5160 0.00
F -0.8005 -0.0321 -0.9872 0.00
F 1.2382 0.5522 -0.2411 0.00
F -0.5105 1.7630 0.5069 0.00
F 0.5100 0.3224 1.9541 0.00
C 2.0635 3.5037 2.3840 0.00
Cl 2.0382 4.9498 1.3856 0.01
Cl 2.2229 3.8797 4.0633 0.00
Cl 3.4308 2.5085 1.9021 0.01
H 1.1573 2.9124 2.2525 0.00
C 4.1855 2.3619 -1.6951 0.03
C 3.0140 2.4332 -2.7198 0.11
C 1.5707 2.5402 -2.2273 0.11
O 1.0305 3.5479 -3.0548 0.24
C 1.9123 4.1929 -3.8307 0.02
O 1.7559 5.0840 -4.6483 0.05
O 3.1025 3.7044 -3.4528 0.29
H 5.1028 2.7588 -2.1300 0.00
H 4.2235 1.3330 -1.3372 0.00
H 4.0575 3.0817 -0.8867 0.00
H 2.9809 1.5841 -3.4024 0.05
H 1.5686 2.9130 -1.2031 0.06
H 1.0017 1.6208 -2.3655 0.01
C -2.4609 4.7269 -1.3512 0.00
C -2.5873 3.3079 -1.9440 0.00
C -3.9670 2.8230 -1.8542 0.00
O -4.5264 3.3647 -3.1075 0.00
C -3.5873 3.4321 -3.9971 0.00
O -3.7970 3.6613 -5.1512 0.00
O -2.3800 3.3658 -3.3654 0.00
H -1.4983 5.0584 -1.7406 0.00
H -2.5776 4.6198 -0.2728 0.00
H -3.2334 5.3760 -1.7635 0.00
H -1.9119 2.5801 -1.4944 0.00
H -4.6040 3.1948 -1.0516 0.00
H -4.1710 1.7547 -1.9261 0.00
C 2.3717 -3.1209 2.9933 0.00
C 1.6550 -2.8373 4.3455 0.00
C 0.2124 -2.2808 4.1768 0.00
O -0.4558 -3.1022 5.1313 0.00
C 0.2700 -4.1823 5.4676 0.00
O -0.0606 -5.0169 6.2691 0.00
O 1.4933 -4.0483 4.9956 0.00
H 1.6953 -3.5344 2.2452 0.00
H 3.2977 -3.6908 3.0688 0.00
H 2.6800 -2.2204 2.4621 0.00
H 2.3553 -2.2264 4.9150 0.00
H -0.2308 -2.4228 3.1911 0.00
H 0.1540 -1.2107 4.3757 0.00
C 3.5670 -3.7336 -1.9419 0.00
C 3.1716 -2.5762 -0.9268 0.00
O 4.2198 -2.5330 0.1038 0.00
S 5.1599 -3.8542 0.1478 0.00
O 4.9940 -4.6870 1.3899 0.00
O 6.5055 -3.5708 -0.3911 0.00
O 4.2545 -4.6313 -1.0638 0.00
H 4.3374 -3.3364 -2.6028 0.00
H 2.7337 -4.2507 -2.4176 0.00
H 2.1854 -2.6706 -0.4721 0.00
H 3.0936 -1.6021 -1.4097 0.00
C -4.9876 -1.6238 -0.1798 0.00
C -6.2232 -1.3703 0.6464 0.00
O -6.8376 -2.6140 1.0738 0.00
S -6.1153 -3.9651 0.2795 0.00
O -6.9528 -4.5537 -0.7840 0.00
O -5.4780 -4.8116 1.2940 0.00
O -4.8848 -3.0803 -0.3723 0.00
H -4.1086 -1.1242 0.2274 0.00
H -5.1758 -1.2432 -1.1837 0.00
H -6.8989 -0.9135 -0.0766 0.00
H -6.0644 -0.7318 1.5154 0.00
```

(2)
Here is a gas-phase ion, C17H27ClN3O2S (charge +1) at a distorted geometry from the OMol25 dataset. Energies are from ωB97M-V with the def2-TZVPD basis set.

Output
**Orbital gap**: 9.51 eV
**Charge**: +1
**ΔE to the lowest compared entry with this formula, charge and spin**: 5.9 kJ/mol

Structure (XYZ):
```
51
Properties=species:S:1:pos:R:3:nbo_charge:R:1
C -6.9454 -0.4107 -0.7794 -0.64
C -5.4638 -0.2631 -0.7301 0.01
C -4.7719 0.4434 -1.7086 -0.19
C -3.3949 0.5793 -1.6649 -0.19
C -2.7015 -0.0072 -0.6241 -0.27
S -0.9433 0.1854 -0.5302 2.30
O -0.3913 0.6033 -1.7853 -0.94
O -0.3331 -0.9988 0.0617 -0.96
N -0.7113 1.4259 0.5731 -0.69
C -0.2923 1.0939 1.9198 -0.24
C 1.1654 1.5156 2.1816 -0.45
C 2.0081 1.4692 0.9015 -0.02
N 2.1246 0.0636 0.3725 -0.45
C 2.6543 -0.0488 -1.0107 -0.26
C 2.6775 -1.5291 -1.4405 -0.24
N 3.4296 -2.3851 -0.5616 -0.43
C 4.8672 -2.3267 -0.7164 -0.42
C 2.9450 -2.2343 0.7844 -0.24
C 2.9622 -0.7729 1.2667 -0.24
C 1.4164 2.5025 -0.0747 -0.45
C -0.1136 2.6384 0.0675 -0.23
C -3.3470 -0.7193 0.3682 -0.22
C -4.7262 -0.8438 0.3093 -0.03
Cl -5.5329 -1.7324 1.5427 0.05
H -7.3614 0.1011 -1.6416 0.23
H -7.3941 -0.0050 0.1262 0.24
H -7.2156 -1.4646 -0.8282 0.24
H -5.3241 0.8919 -2.5200 0.23
H -2.8541 1.1144 -2.4281 0.24
H -0.4188 0.0176 2.0427 0.23
H -0.9545 1.5963 2.6325 0.22
H 1.5835 0.9057 2.9805 0.23
H 1.1882 2.5493 2.5295 0.24
H 3.0365 1.7702 1.1344 0.23
H 1.1751 -0.3913 0.3334 0.49
H 1.9896 0.4669 -1.7016 0.25
H 3.6516 0.3953 -1.0423 0.22
H 1.6442 -1.8901 -1.4661 0.22
H 3.0861 -1.5938 -2.4492 0.23
H 5.1136 -2.5681 -1.7481 0.22
H 5.3150 -1.3538 -0.4723 0.16
H 5.3166 -3.0830 -0.0762 0.22
H 1.9141 -2.6020 0.8162 0.21
H 3.5493 -2.8410 1.4599 0.23
H 2.5786 -0.7311 2.2840 0.23
H 3.9819 -0.3794 1.2559 0.22
H 1.6621 2.2673 -1.1058 0.24
H 1.8737 3.4670 0.1492 0.24
H -0.5618 2.8493 -0.9014 0.24
H -0.3745 3.4467 0.7542 0.22
H -2.7825 -1.1840 1.1597 0.24
```

(3)
Here is a molecular structure, C17H27IN3O7PtS from the OMol25 dataset. Energies are from ωB97M-V with the def2-TZVPD basis set.

Output
**Orbital gap**: 9.18 eV
**Charge**: +1
**ΔE to the lowest compared entry with this formula, charge and spin**: 34.0 kJ/mol

Structure (XYZ):
```
57
Properties=species:S:1:pos:R:3:nbo_charge:R:1
Pt -1.1364 0.6074 0.6756 1.08
C -0.5649 6.0131 0.6059 -0.42
N -0.8523 4.7324 1.2403 -0.37
C -0.9435 4.7745 2.6988 -0.42
C -0.9907 3.5816 0.5938 0.68
O -1.2447 2.5484 1.2501 -0.63
C -0.8534 3.6005 -0.9240 -0.16
O -1.2068 2.3826 -1.5174 -0.50
C -0.2209 1.7257 -2.2656 -0.16
C 0.7769 0.9455 -1.4102 0.68
O 0.6731 0.9255 -0.1546 -0.66
N 1.7700 0.3329 -2.0209 -0.36
C 2.7091 -0.5028 -1.2748 -0.42
C 1.9507 0.4205 -3.4681 -0.42
H -1.1401 6.7856 1.1135 0.23
H -0.8449 6.0263 -0.4415 0.21
H 0.4958 6.2537 0.6962 0.22
H -1.9200 5.1555 2.9995 0.22
H -0.1681 5.4406 3.0733 0.21
H -0.8035 3.7813 3.1095 0.25
H 0.1651 3.9119 -1.1815 0.21
H -1.5434 4.3582 -1.3045 0.22
H 0.3297 2.4293 -2.9019 0.20
H -0.7438 1.0313 -2.9250 0.24
H 2.3924 -0.5629 -0.2415 0.25
H 3.7102 -0.0748 -1.3322 0.21
H 2.7116 -1.5032 -1.7077 0.22
H 1.0574 0.0935 -3.9995 0.22
H 2.7687 -0.2373 -3.7447 0.24
H 2.2088 1.4341 -3.7760 0.21
C 4.1701 -5.2577 -0.7965 -0.64
C 2.9171 -4.5548 -0.3568 -0.01
C 2.9326 -3.6547 0.7047 -0.17
C 1.7695 -3.0253 1.1248 -0.20
C 0.5773 -3.3021 0.4761 -0.37
C 0.5322 -4.2048 -0.5769 -0.16
C 1.7017 -4.8183 -0.9897 -0.22
S -0.8961 -2.4781 0.9813 2.40
O -2.0229 -3.3377 0.7402 -0.95
O -0.9524 -1.2782 0.0289 -0.98
O -0.7023 -2.0077 2.3392 -0.99
H 5.0460 -4.8689 -0.2799 0.22
H 4.3268 -5.1477 -1.8703 0.22
H 4.1039 -6.3264 -0.5872 0.23
H 3.8641 -3.4569 1.2214 0.21
H 1.7757 -2.3450 1.9668 0.24
H -0.4142 -4.4284 -1.0509 0.24
H 1.6703 -5.5302 -1.8057 0.22
N -3.4048 -1.5319 2.6235 -0.73
C -3.7681 -0.5264 1.8554 0.69
O -2.9784 0.3632 1.4654 -0.68
C -5.2049 -0.4324 1.4535 -0.62
I -6.0476 1.4319 2.0291 0.15
H -2.4116 -1.7236 2.7337 0.45
H -4.0564 -2.2675 2.8382 0.41
H -5.8085 -1.2161 1.8983 0.24
H -5.2612 -0.4853 0.3686 0.26
```

(4)
Here is a molecular structure, C17H27N2O7V at a distorted geometry from the OMol25 dataset. Energies are from ωB97M-V with the def2-TZVPD basis set.

Output
**Orbital gap (alpha / beta)**: 3.59 / 7.06 eV
**Charge**: 0
**Expectation value of S²**: 2.09
**ΔE to the lowest compared entry with this formula, charge and spin**: 0.0 kJ/mol
**2S+1**: 3

Structure (XYZ):
```
54
Properties=species:S:1:pos:R:3:lowdin_spin:R:1
V 9.9065 7.0645 9.1038 1.26
C 10.2329 6.1262 12.5987 0.00
O 9.6312 6.8659 11.5699 0.00
C 8.4533 7.4907 12.0436 0.00
C 8.0886 8.5890 11.1241 0.00
O 8.1732 8.0810 9.7032 0.02
C 7.0000 7.2990 9.1978 0.00
C 7.2623 5.7784 9.3364 0.01
O 8.6562 5.4310 9.0460 0.01
C 8.9646 4.0965 8.5654 0.00
H 10.6303 6.7966 13.3747 0.00
H 11.0768 5.5782 12.1691 0.00
H 9.4891 5.4503 13.0246 0.00
H 8.5760 7.8381 13.0755 0.00
H 7.6352 6.7620 12.1061 0.00
H 8.7073 9.4891 11.1669 0.00
H 7.0659 8.8524 11.2912 0.00
H 6.8509 7.5967 8.1509 0.00
H 6.1402 7.5620 9.7950 0.00
H 6.5960 5.2110 8.6498 0.00
H 7.0324 5.4130 10.3398 0.00
H 8.3904 3.7614 7.7129 0.00
H 8.8495 3.4274 9.4448 0.00
H 10.0442 4.1433 8.3936 0.00
C 9.5397 7.2324 5.1864 -0.01
C 10.2153 8.0601 6.2615 -0.03
C 9.7072 9.5213 6.2973 -0.01
C 11.7399 8.1237 6.1351 -0.01
N 9.9120 7.4877 7.5526 -0.23
H 9.6575 7.6614 4.1882 0.00
H 8.4914 7.1705 5.3906 0.00
H 9.9444 6.2149 5.1515 0.00
H 10.0212 10.0696 5.4071 0.00
H 10.0939 9.9984 7.2067 0.00
H 8.6322 9.5061 6.3361 0.00
H 12.0550 8.5797 5.1846 0.00
H 12.1574 7.1195 6.1770 0.00
H 12.1788 8.7306 6.9404 0.00
O 11.6128 5.7587 9.2974 0.04
C 12.3438 6.7969 9.4846 0.12
O 11.7657 7.9580 9.5228 0.06
C 13.7932 6.7551 9.5950 0.10
C 14.5025 5.5403 9.5107 0.05
C 15.8605 5.5363 9.4859 0.04
C 16.4760 6.8125 9.5699 0.12
C 15.7871 8.0476 9.7926 0.04
C 14.4237 8.0018 9.7885 0.06
N 17.8581 6.9116 9.5745 0.09
O 18.4671 5.8267 9.5817 0.13
O 18.4201 8.0179 9.5860 0.11
H 13.8971 4.6563 9.4398 0.00
H 16.4260 4.6179 9.3646 0.00
H 16.3342 8.9953 9.9042 0.00
H 13.7675 8.8631 9.8837 0.00
```

Number 1: electronic energy -137703.394 eV. Number 2: electronic energy -49984.167 eV. Number 3: electronic energy -59047.569 eV. Number 4: electronic energy -61062.708 eV.